## a
The following is a quantum chemistry calculation of a cluster of 2 separate species, C6H15NO2 in total, from the OMol25 dataset.

Last column: Löwdin charge in e.
CARTESIAN COORDINATES (ANGSTROEM)
C: 0.828 -1.381 -1.714  -0.054
C: 0.674 -0.041 -1.048  -0.362
N: 1.665 0.869 -1.512  0.073
C: -0.562 0.459 -0.682  -0.368
C: -0.845 1.936 -0.584  -0.023
O: -1.709 -0.166 -1.122  0.005
H: 0.131 -2.148 -1.378  0.070
H: 0.647 -1.298 -2.791  0.089
H: 1.853 -1.760 -1.650  0.073
H: 1.754 1.678 -0.912  0.063
H: 2.563 0.429 -1.664  0.070
H: -1.796 2.076 -0.074  0.086
H: -0.032 2.454 -0.082  0.066
H: -0.897 2.369 -1.586  0.091
H: -1.565 -1.117 -1.170  0.082
C: -1.585 -1.063 1.841  -0.155
O: -0.624 -0.037 1.861  -0.313
C: 1.041 0.128 2.059  0.077
H: -2.399 -0.908 1.123  0.078
H: -2.192 -1.024 2.759  0.069
H: -0.938 -1.951 1.943  0.093
H: 1.035 0.044 3.142  0.065
H: 1.650 -0.650 1.597  0.063
H: 1.302 1.102 1.645  0.062

Net charge: 0
Gap between HOMO and LUMO in eV: 7.5
E_HOMO in eV: -6.75
SMILES: C/C(N)=C(/C)O.COC

***

## b
The following is a quantum chemistry calculation of a cluster of 3 separate species, C6H15NO2 in total, from the OMol25 dataset.

Last column: Löwdin charge in e.
CARTESIAN COORDINATES (ANGSTROEM)
C: -0.946 -1.076 1.235  -0.007
C: -1.532 -0.014 0.670  -0.435
C: -2.731 -0.143 -0.218  -0.074
C: -1.057 1.382 0.936  -0.062
H: -0.249 -0.955 2.050  0.073
H: -1.367 -2.063 1.129  0.070
H: -3.606 0.242 0.306  0.086
H: -2.927 -1.180 -0.477  0.080
H: -2.611 0.438 -1.127  0.066
H: -1.729 1.866 1.646  0.087
H: -1.054 1.974 0.024  0.077
H: -0.059 1.383 1.370  0.067
N: 3.689 0.533 1.182  0.077
O: 2.302 0.294 0.924  -0.098
C: 2.015 -0.770 0.177  -0.391
O: 2.827 -1.504 -0.316  0.061
H: 4.190 -0.223 0.709  0.075
H: 3.915 1.411 0.722  0.089
H: 0.886 -0.977 0.294  0.106
C: -0.007 -0.120 -2.249  -0.037
H: -0.723 0.423 -2.853  0.024
H: -0.486 -0.993 -1.831  0.022
H: 0.830 -0.432 -2.861  0.026
H: 0.432 0.503 -1.444  0.019

Net charge: 0
Gap between HOMO and LUMO in eV: 10.2
E_HOMO in eV: -9.32
SMILES: C=C(C)C.NOC=O.C

***

b wins, 0.0648 hartree ahead of the next structure.

***

## a
The following is a quantum chemistry calculation of a cluster of 3 separate species, C6H15NO2 in total, from the OMol25 dataset.

Last column: Löwdin charge in e.
CARTESIAN COORDINATES (ANGSTROEM)
C: 0.204 0.590 0.766  -0.338
C: -1.794 -0.814 -0.313  -0.263
C: 0.338 -0.534 -0.083  -0.186
C: 2.211 1.060 0.686  -0.171
C: -2.709 -0.844 0.880  -0.094
C: 0.747 -0.423 -1.527  -0.086
N: 3.329 0.237 0.448  -0.022
O: -0.508 1.696 0.407  -0.024
O: -2.048 0.311 -1.175  -0.114
H: -0.806 1.616 -0.534  0.095
H: -2.768 0.893 -0.873  0.103
H: 0.089 0.367 1.826  0.128
H: -1.868 -1.730 -0.907  0.102
H: 0.697 -1.424 0.428  0.121
H: 3.515 0.047 -0.529  0.060
H: 3.375 -0.603 1.009  0.074
H: 2.245 1.483 1.688  0.071
H: 2.105 1.847 -0.056  0.080
H: -3.776 -0.855 0.590  0.083
H: -2.601 0.047 1.509  0.075
H: -2.525 -1.732 1.491  0.078
H: 0.579 0.580 -1.923  0.084
H: 1.796 -0.701 -1.663  0.065
H: 0.171 -1.113 -2.146  0.079

Net charge: 0
Gap between HOMO and LUMO in eV: 7.3
E_HOMO in eV: -6.47

***

## b
The following is a quantum chemistry calculation of a structure of composition C6H15NO2, from the OMol25 dataset.

Last column: Löwdin charge in e.
CARTESIAN COORDINATES (ANGSTROEM)
C: 2.467 0.223 -0.260  -0.386
C: 0.030 0.491 0.048  -0.251
C: 0.782 -0.703 -0.176  -0.054
C: -2.115 -0.253 -1.532  -0.145
C: -2.088 -1.345 0.617  -0.145
C: -0.146 1.052 1.430  -0.045
N: -1.332 -0.641 -0.387  -0.254
O: 2.451 1.390 -1.039  -0.033
O: 3.294 0.404 0.861  -0.026
H: 2.932 1.128 1.389  0.079
H: 3.352 1.604 -1.321  0.101
H: 3.000 -0.555 -0.823  0.115
H: 0.003 1.211 -0.764  0.127
H: 0.895 -1.368 0.673  0.114
H: 0.853 -1.120 -1.172  0.107
H: -1.431 -1.643 1.437  0.068
H: -2.911 0.463 -1.273  0.075
H: -2.583 -1.123 -2.012  0.079
H: -1.464 0.206 -2.282  0.074
H: -2.909 -0.735 1.029  0.074
H: -2.537 -2.261 0.208  0.083
H: -0.206 0.266 2.181  0.080
H: 0.720 1.662 1.692  0.076
H: -1.057 1.648 1.475  0.088

Net charge: 0
Gap between HOMO and LUMO in eV: 8.2
E_HOMO in eV: -7.48

***

## c
The following is a quantum chemistry calculation of a cluster of 3 separate species, C6H15NO2 in total, from the OMol25 dataset.

Last column: Löwdin charge in e.
CARTESIAN COORDINATES (ANGSTROEM)
C: -1.991 0.692 -1.280  0.001
C: -2.185 0.046 -0.140  -0.186
C: -1.194 -0.488 0.855  -0.182
C: 0.241 -0.209 0.436  -0.317
C: 1.071 -1.123 -0.445  -0.072
C: 0.907 0.754 1.091  -0.209
N: 2.273 0.808 1.299  0.059
H: -2.829 1.144 -1.782  0.045
H: -0.984 0.830 -1.656  0.056
H: -3.200 0.100 0.269  0.092
H: -1.374 -0.139 1.872  0.108
H: -1.302 -1.569 0.990  0.100
H: 1.634 -0.527 -1.157  0.076
H: 1.612 -1.828 0.203  0.082
H: 0.405 -1.814 -0.981  0.041
H: 0.360 1.566 1.539  0.118
H: 2.906 0.075 1.040  0.082
H: 2.586 1.520 1.921  0.082
O: -1.170 -3.130 -1.082  -0.050
H: -1.242 -3.882 -0.499  0.048
H: -1.747 -2.971 -1.830  0.052
O: 1.668 3.483 0.108  -0.067
H: 1.531 4.049 -0.653  0.033
H: 2.023 2.615 -0.119  0.007

Net charge: 0
Gap between HOMO and LUMO in eV: 8.0
E_HOMO in eV: -7.23
SMILES: C=CC/C(C)=C/N.O.O

***

## d
The following is a quantum chemistry calculation of a cluster of 3 separate species, C6H15NO2 in total, from the OMol25 dataset.

Last column: Löwdin charge in e.
CARTESIAN COORDINATES (ANGSTROEM)
C: -1.343 -0.166 0.101  -0.528
C: -0.809 -1.487 0.660  -0.006
C: -2.849 -0.035 0.342  -0.014
C: -1.096 -0.139 -1.422  -0.498
N: -0.287 0.845 -1.869  0.185
O: -0.641 0.943 0.679  -0.040
O: -1.598 -0.983 -2.143  0.057
H: -0.850 0.981 1.618  0.104
H: 0.179 1.479 -1.235  0.076
H: -0.061 0.869 -2.850  0.120
H: 0.270 -1.546 0.519  0.075
H: -1.029 -1.557 1.728  0.089
H: -1.280 -2.326 0.151  0.093
H: -3.381 -0.823 -0.188  0.091
H: -3.068 -0.116 1.409  0.086
H: -3.205 0.931 -0.017  0.094
C: 2.675 -0.191 -0.217  -0.096
C: 2.653 0.570 1.020  -0.272
H: 3.588 1.090 1.241  0.064
H: 3.152 -1.168 -0.219  0.058
H: 1.878 -0.119 -0.941  -0.034
H: 2.532 1.470 -0.929  0.173
H: 2.458 -0.052 1.902  0.072
H: 2.113 1.528 0.661  0.052

Net charge: 0
Gap between HOMO and LUMO (spin up / spin down) in eV: 8.6 / 8.9
E_HOMO (spin up / spin down) in eV: -8.82 / -9.02

***

c wins, 0.0747 hartree ahead of the next structure.

***

## a
The following is a quantum chemistry calculation of the molecule C6H15NO2, from the OMol25 dataset.

Last column: Löwdin charge in e.
CARTESIAN COORDINATES (ANGSTROEM)
C: 1.656 -1.088 0.854  -0.021
C: 1.068 0.257 0.411  -0.645
C: 2.167 1.126 -0.234  -0.021
N: 0.488 0.900 1.585  0.082
O: 0.129 0.071 -0.634  -0.087
C: -1.264 -0.464 -0.573  -0.610
C: -1.899 0.009 -1.876  -0.003
C: -2.080 -0.079 0.650  -0.013
O: -1.034 -1.831 -0.569  -0.005
H: 2.432 -0.926 1.597  0.080
H: 2.093 -1.600 -0.001  0.086
H: 0.872 -1.720 1.258  0.081
H: 2.985 1.283 0.465  0.079
H: 2.548 0.642 -1.129  0.081
H: 1.751 2.091 -0.515  0.080
H: 1.188 0.998 2.313  0.086
H: 0.129 1.818 1.344  0.089
H: -1.267 -0.260 -2.717  0.085
H: -2.861 -0.478 -1.999  0.089
H: -2.023 1.091 -1.870  0.088
H: -3.010 -0.653 0.616  0.093
H: -1.542 -0.327 1.562  0.072
H: -2.312 0.985 0.628  0.087
H: -0.215 -1.845 -1.167  0.145

Net charge: 0
Gap between HOMO and LUMO in eV: 10.2
E_HOMO in eV: -9.29
SMILES: CC(C)(N)OC(C)(C)O

***

## b
The following is a quantum chemistry calculation of a structure of composition C6H15NO2, from the OMol25 dataset.

Last column: Löwdin charge in e.
CARTESIAN COORDINATES (ANGSTROEM)
C: 0.079 0.775 -0.176  -0.301
C: 1.305 -0.291 -1.414  -0.277
C: -0.793 -0.298 0.190  -0.260
C: -1.882 0.774 1.408  -0.165
C: 1.858 0.650 -2.454  -0.096
C: -0.283 -1.466 0.995  -0.082
N: -3.003 0.063 1.895  -0.032
O: 0.995 1.248 0.723  -0.025
O: 2.276 -0.698 -0.444  -0.096
H: 1.597 0.489 0.909  0.093
H: 3.103 -0.199 -0.519  0.100
H: -0.366 1.582 -0.754  0.135
H: 0.891 -1.202 -1.854  0.118
H: -1.482 -0.568 -0.608  0.125
H: -2.763 -0.790 2.384  0.059
H: -3.701 -0.128 1.188  0.069
H: -2.186 1.683 0.895  0.090
H: -1.179 0.996 2.207  0.090
H: 2.799 0.278 -2.890  0.077
H: 2.077 1.627 -2.016  0.077
H: 1.140 0.786 -3.263  0.077
H: 0.316 -1.138 1.844  0.085
H: -1.124 -2.049 1.376  0.069
H: 0.325 -2.124 0.377  0.071

Net charge: 0
Gap between HOMO and LUMO in eV: 7.9
E_HOMO in eV: -7.07

***

## c
The following is a quantum chemistry calculation of the molecule C6H15NO2, from the OMol25 dataset.

Last column: Löwdin charge in e.
CARTESIAN COORDINATES (ANGSTROEM)
C: -2.294 -0.192 -0.401  -0.028
C: -0.647 -0.362 -0.561  -0.304
C: -0.294 0.088 -1.975  -0.076
C: -0.017 0.410 0.585  -0.515
C: -0.397 -0.092 1.981  -0.020
O: -0.295 1.785 0.481  0.003
N: 1.594 0.293 0.513  -0.148
C: 2.169 -1.020 0.266  -0.094
O: 2.112 1.137 -0.557  -0.076
H: -2.648 0.650 -1.003  0.070
H: -2.740 -1.111 -0.793  0.067
H: -2.657 -0.056 0.617  0.053
H: -0.455 -1.431 -0.442  0.127
H: -0.500 1.154 -2.116  0.085
H: 0.762 -0.080 -2.199  0.065
H: -0.876 -0.473 -2.713  0.083
H: -0.414 -1.184 2.036  0.088
H: 0.326 0.276 2.719  0.089
H: -1.368 0.294 2.304  0.081
H: 0.163 2.191 1.239  0.122
H: 1.750 -1.764 0.950  0.085
H: 2.021 -1.373 -0.762  0.077
H: 3.251 -0.994 0.446  0.086
H: 1.453 1.855 -0.612  0.079

Net charge: 0
Gap between HOMO and LUMO in eV: 8.9
E_HOMO in eV: -8.11
SMILES: CC(C)[C@](C)(O)N(C)O

***

a wins, 0.0718 hartree ahead of the next structure.

***

## a
The following is a quantum chemistry calculation of a cluster of 3 separate species, C5H14NS2 in total, from the OMol25 dataset.

Last column: Löwdin charge in e.
CARTESIAN COORDINATES (ANGSTROEM)
N: 0.037 1.114 -3.919  0.011
C: -1.213 3.284 2.321  -0.037
C: -1.228 2.124 3.005  -0.047
S: -0.963 0.644 -0.274  0.489
S: 0.985 0.711 0.234  0.699
C: 1.338 -1.014 0.787  -0.482
C: 1.284 -2.145 -0.223  -0.293
C: -0.107 -2.739 -0.454  -0.119
H: -0.653 1.572 -4.511  0.020
H: 0.475 0.391 -4.480  0.014
H: -0.540 0.677 -3.202  -0.044
H: -0.986 4.221 2.833  0.073
H: -1.132 3.349 1.233  0.032
H: -0.737 1.227 2.629  -0.006
H: -1.751 2.077 3.958  0.067
H: 2.387 -0.896 1.112  0.092
H: 0.657 -1.208 1.616  0.092
H: 1.471 -1.657 -1.219  0.115
H: 1.989 -2.959 -0.064  0.127
H: -0.936 -2.048 -0.553  0.016
H: -0.441 -3.280 0.444  0.089
H: 0.065 -3.445 -1.273  0.092

Net charge: +1
Gap between HOMO and LUMO in eV: 4.6
E_HOMO in eV: -13.00

***

## b
The following is a quantum chemistry calculation of a cluster of 3 separate species, C5H14NS2 in total, from the OMol25 dataset.

Last column: Löwdin charge in e.
CARTESIAN COORDINATES (ANGSTROEM)
N: -1.484 2.366 1.174  0.038
C: 4.274 -0.646 0.889  -0.068
C: 4.225 0.365 0.024  -0.075
S: 0.773 0.818 -0.314  0.552
S: 0.577 -1.019 0.380  0.729
C: -0.950 -1.652 -0.432  -0.445
C: -2.248 -0.852 -0.093  -0.284
C: -2.823 -0.184 -1.329  -0.098
H: -1.095 2.141 0.267  -0.086
H: -2.024 3.214 1.267  0.039
H: -0.695 2.316 1.804  0.011
H: 3.444 -1.299 1.167  0.014
H: 5.067 -0.796 1.614  0.059
H: 3.303 0.520 -0.534  -0.044
H: 5.177 0.709 -0.355  0.063
H: -1.016 -2.663 -0.032  0.085
H: -0.689 -1.599 -1.492  0.092
H: -1.916 -0.152 0.684  0.059
H: -2.941 -1.502 0.439  0.118
H: -3.781 0.328 -1.240  0.088
H: -2.117 0.507 -1.787  0.066
H: -3.061 -0.920 -2.102  0.086

Net charge: +1
Gap between HOMO and LUMO in eV: 4.8
E_HOMO in eV: -13.23

***

b wins, 0.0226 hartree ahead of the next structure.

***

## a
The following is a quantum chemistry calculation of a cluster of 2 separate species, C2H4Cl2S in total, from the OMol25 dataset.

Last column: Löwdin charge in e.
CARTESIAN COORDINATES (ANGSTROEM)
C: 1.868 0.439 0.249  0.094
C: -1.182 0.004 0.018  -1.618
S: -1.107 -1.324 -1.109  0.649
Cl: -1.906 1.491 -0.504  0.531
Cl: -1.466 -0.376 1.650  0.558
H: 2.048 0.024 -0.701  -0.020
H: 1.797 1.524 0.095  0.005
H: 2.169 0.180 1.183  -0.041
H: -2.222 -1.961 -0.882  -0.158

Net charge: 0
Gap between HOMO and LUMO (spin up / spin down) in eV: 8.2 / 8.7
E_HOMO (spin up / spin down) in eV: -9.07 / -8.71

***

## b
The following is a quantum chemistry calculation of a cluster of 2 separate species, C2H4Cl2S in total, from the OMol25 dataset.

Last column: Löwdin charge in e.
CARTESIAN COORDINATES (ANGSTROEM)
C: -0.622 0.581 0.169  -0.012
C: 1.333 -0.040 -0.104  -1.629
S: 1.306 -1.595 0.824  0.617
Cl: 2.386 1.178 0.644  0.499
Cl: 1.758 -0.207 -1.740  0.569
H: -0.743 0.944 1.166  0.031
H: -0.962 1.165 -0.578  -0.016
H: -0.993 -0.477 0.015  0.030
H: 0.641 -2.202 -0.257  -0.088

Net charge: 0
Gap between HOMO and LUMO in eV: 9.8
E_HOMO in eV: -9.25

***

b wins, 0.0676 hartree ahead of the next structure.